{
  "formula": "CH7N6",
  "method": "wB97M-V/def2-TZVPD",
  "orbital_gap_ha": [0.2997, 0.2997],
  "homo_ev": [-13.208, -13.208],
  "charge": 1,
  "relative_energy_ev": 5.006,
  "smiles": "NN[C@@H]1N=[NH+]NN1",
  "symbols": ["C", "N", "N", "N", "N", "N", "N", "H", "H", "H", "H", "H", "H", "H"],
  "positions_angstrom": [[-0.016, 0.654, -0.773], [-1.601, 0.205, 0.761], [-1.492, -0.955, 0.097], [-0.945, 1.151, 0.351], [-0.634, -0.647, -1.084], [1.339, 0.670, -0.305], [1.689, -0.322, 0.733], [0.113, 1.337, -1.636], [-2.239, 0.305, 1.540], [-2.379, -1.407, 0.016], [1.827, 1.534, -0.240], [-0.133, -1.561, -1.137], [2.339, 0.213, 1.246], [2.131, -1.177, 0.433]],
  "nbo_charge": [0.183, 0.006, -0.244, -0.030, -0.441, -0.480, -0.687, 0.249, 0.454, 0.416, 0.403, 0.428, 0.369, 0.372]
}


{
  "formula": "C4H12",
  "method": "wB97M-V/def2-TZVPD",
  "orbital_gap_ha": [0.4930, 0.1581],
  "homo_ev": [-16.439, -15.623],
  "charge": 1,
  "relative_energy_ev": 0.548,
  "spin_multiplicity": 2,
  "symbols": ["C", "C", "H", "H", "H", "H", "H", "H", "C", "C", "H", "H", "H", "H", "H", "H"],
  "positions_angstrom": [[0.428, -0.355, 2.046], [-0.115, -1.512, 1.157], [1.506, -0.571, 2.069], [0.296, 0.660, 1.654], [0.060, -0.554, 3.054], [0.603, -1.640, 0.356], [-1.160, -1.263, 0.901], [-0.227, -2.423, 1.751], [0.013, 1.480, -1.140], [-0.411, 0.493, -2.150], [-0.821, 1.794, -0.518], [0.798, 1.202, -0.371], [0.519, 2.311, -1.682], [-1.492, 0.438, -2.284], [-0.150, -0.543, -1.765], [0.153, 0.484, -3.079]],
  "nbo_charge": [-0.589, -0.593, 0.235, 0.216, 0.263, 0.216, 0.244, 0.265, -0.575, -0.564, 0.265, 0.343, 0.338, 0.282, 0.376, 0.280]
}


{
  "formula": "C3H5NS",
  "method": "wB97M-V/def2-TZVPD",
  "orbital_gap_ha": 0.3415,
  "homo_ev": -8.553,
  "charge": 0,
  "relative_energy_ev": 2.860,
  "smiles": "C=C=CNS",
  "symbols": ["C", "C", "C", "N", "S", "H", "H", "H", "H", "H"],
  "positions_angstrom": [[-0.067, -1.060, 0.130], [0.815, -0.066, 0.361], [1.401, 1.077, 0.100], [-1.408, -0.928, -0.054], [-2.098, 0.665, 0.160], [0.288, -2.037, -0.018], [-2.770, 0.778, -1.106], [2.160, 1.603, 0.715], [1.264, 1.355, -1.000], [-1.997, -1.398, 0.715]],
  "nbo_charge": [-0.102, -0.005, -0.459, -0.712, 0.114, 0.211, 0.129, 0.224, 0.215, 0.385]
}


{
  "formula": "C33H43BIrN8S3Se",
  "method": "wB97M-V/def2-TZVPD",
  "orbital_gap_ha": [0.2323, 0.1854],
  "homo_ev": [-18.849, -19.566],
  "charge": 4,
  "relative_energy_ev": 0.226,
  "spin_multiplicity": 6,
  "symbols": ["Ir", "C", "C", "C", "C", "N", "N", "B", "N", "N", "C", "C", "C", "C", "C", "S", "C", "C", "C", "C", "N", "N", "C", "C", "C", "C", "C", "S", "C", "C", "C", "C", "C", "S", "C", "C", "C", "C", "H", "H", "H", "H", "H", "H", "H", "H", "H", "H", "H", "H", "H", "H", "H", "H", "H", "H", "H", "H", "H", "H", "H", "H", "H", "H", "H", "H", "H", "H", "H", "H", "H", "H", "H", "H", "H", "H", "H", "Se", "N", "C", "C", "C", "C", "C", "C", "N", "H", "H", "H", "H"],
  "positions_angstrom": [[-1.782, 2.589, 0.301], [-0.192, 0.113, 4.769], [0.382, 0.114, 3.389], [1.623, -0.436, 3.120], [2.174, -0.422, 1.829], [1.442, 0.016, 0.798], [0.263, 0.514, 1.045], [-0.713, 0.800, -0.150], [-1.719, -0.434, -0.191], [-1.249, -1.584, 0.201], [-2.028, -2.678, 0.091], [-3.286, -2.587, -0.522], [-3.802, -1.374, -0.930], [-5.152, -1.236, -1.543], [-2.962, -0.255, -0.698], [-3.445, 1.353, -1.017], [-1.507, -3.971, 0.665], [-1.473, -5.024, -0.462], [-2.494, -4.424, 1.759], [-0.115, -3.799, 1.266], [-0.007, 0.850, -1.533], [0.460, -0.312, -1.989], [1.059, -0.326, -3.166], [1.209, 0.867, -3.913], [0.706, 2.064, -3.463], [0.808, 3.339, -4.235], [0.060, 1.996, -2.212], [-0.644, 3.419, -1.447], [1.579, -1.645, -3.698], [3.116, -1.563, -3.726], [1.043, -1.848, -5.122], [1.135, -2.805, -2.817], [-0.271, 0.653, 2.273], [-1.802, 1.477, 2.315], [3.585, -0.873, 1.542], [3.768, -1.201, 0.063], [3.932, -2.103, 2.393], [4.502, 0.302, 1.936], [0.537, 0.495, 5.482], [-0.418, -0.916, 5.056], [-1.108, 0.696, 4.856], [2.195, -0.872, 3.928], [-3.876, -3.485, -0.646], [-5.647, -2.202, -1.590], [-5.070, -0.842, -2.558], [-5.781, -0.553, -0.970], [-2.469, -5.266, -0.830], [-1.041, -5.942, -0.064], [-0.856, -4.700, -1.298], [-3.492, -4.616, 1.369], [-2.567, -3.690, 2.561], [-2.130, -5.356, 2.190], [0.610, -3.451, 0.531], [0.219, -4.763, 1.647], [-0.125, -3.097, 2.102], [1.707, 0.827, -4.872], [1.454, 3.208, -5.099], [1.221, 4.139, -3.620], [-0.174, 3.654, -4.590], [3.475, -0.745, -4.350], [3.511, -2.487, -4.145], [3.525, -1.442, -2.723], [1.428, -1.116, -5.831], [-0.047, -1.820, -5.151], [1.359, -2.829, -5.477], [1.432, -2.667, -1.778], [1.590, -3.723, -3.187], [0.052, -2.931, -2.848], [3.138, -2.037, -0.242], [4.806, -1.487, -0.103], [3.548, -0.348, -0.578], [3.189, -2.895, 2.289], [4.053, -1.864, 3.449], [4.887, -2.503, 2.053], [4.327, 1.173, 1.304], [5.539, -0.004, 1.808], [4.371, 0.587, 2.980], [-3.700, 5.533, -0.155], [-2.452, 4.757, 0.920], [-2.089, 5.670, 1.809], [-1.125, 5.504, 2.865], [-0.853, 6.562, 3.726], [-1.504, 7.785, 3.604], [-2.460, 7.995, 2.586], [-2.752, 6.933, 1.690], [-3.641, 7.048, 0.714], [-0.620, 4.554, 2.985], [-0.122, 6.425, 4.512], [-1.286, 8.595, 4.289], [-2.971, 8.945, 2.478]],
  "mulliken_charge": [0.574, -1.739, 0.210, -0.099, -0.272, -0.461, 0.549, -0.176, 0.276, -0.040, -0.168, -0.367, 0.275, -1.860, 0.763, -0.264, 2.093, -1.361, -1.734, -1.752, 0.465, -0.083, -0.112, -0.503, 0.273, -1.849, 0.974, -0.377, 2.176, -1.437, -1.845, -1.719, 0.643, -0.423, 2.030, -1.799, -1.683, -1.804, 0.428, 0.367, 0.459, 0.530, 0.518, 0.418, 0.403, 0.444, 0.418, 0.491, 0.126, 0.401, 0.374, 0.470, 0.112, 0.594, 0.257, 0.496, 0.427, 0.426, 0.388, 0.394, 0.509, 0.154, 0.389, 0.388, 0.482, -0.022, 0.576, 0.400, 0.318, 0.552, 0.353, 0.270, 0.501, 0.458, 0.356, 0.472, 0.418, 0.460, -0.355, 1.017, -0.153, -0.798, -0.400, -0.495, 0.498, -0.563, 0.461, 0.458, 0.474, 0.507]
}


{
  "formula": "C22H31CdN3O2P",
  "method": "wB97M-V/def2-TZVPD",
  "orbital_gap_ha": 0.2573,
  "homo_ev": -10.407,
  "charge": 1,
  "relative_energy_ev": 0.472,
  "symbols": ["Cd", "O", "C", "C", "C", "C", "C", "C", "C", "O", "N", "N", "C", "C", "C", "C", "C", "C", "N", "H", "H", "H", "H", "H", "H", "H", "H", "H", "H", "C", "C", "C", "P", "C", "C", "C", "C", "C", "C", "H", "H", "H", "H", "H", "H", "H", "H", "H", "H", "H", "H", "H", "H", "H", "H", "H", "H", "H", "H", "H"],
  "positions_angstrom": [[-0.803, -0.304, 0.248], [-1.563, -0.518, 5.708], [-0.310, -0.029, 5.634], [0.339, 0.390, 6.796], [1.598, 0.951, 6.750], [2.247, 1.118, 5.534], [1.620, 0.703, 4.379], [0.352, 0.111, 4.394], [-0.165, -0.348, 3.087], [0.462, 0.018, 2.032], [-1.233, -1.159, 3.080], [-1.648, -1.469, 1.857], [-2.400, -2.480, 1.632], [-2.739, -2.838, 0.259], [-3.552, -3.940, 0.000], [-3.819, -4.293, -1.309], [-3.271, -3.537, -2.337], [-2.475, -2.459, -1.999], [-2.205, -2.113, -0.743], [-1.840, -0.548, 6.630], [-0.172, 0.279, 7.747], [2.078, 1.266, 7.668], [3.229, 1.567, 5.495], [2.108, 0.807, 3.420], [-2.741, -3.104, 2.453], [-3.962, -4.505, 0.827], [-4.444, -5.148, -1.532], [-3.460, -3.781, -3.372], [-2.025, -1.846, -2.773], [1.317, 2.806, -0.063], [1.764, 2.006, -1.293], [2.176, 2.929, -2.438], [0.488, 0.725, -1.706], [1.400, -0.728, -2.429], [2.582, -0.363, -3.324], [1.858, -1.632, -1.276], [-0.734, 1.318, -2.970], [-0.235, 1.519, -4.398], [-1.458, 2.558, -2.432], [2.136, 3.445, 0.271], [1.047, 2.147, 0.764], [0.468, 3.451, -0.294], [2.629, 1.402, -0.999], [1.370, 3.609, -2.711], [2.493, 2.384, -3.325], [3.017, 3.539, -2.104], [0.657, -1.269, -3.026], [3.360, 0.159, -2.767], [2.284, 0.256, -4.169], [3.024, -1.278, -3.722], [2.495, -1.086, -0.576], [2.434, -2.472, -1.664], [1.014, -2.045, -0.717], [-1.456, 0.493, -2.984], [0.457, 2.354, -4.478], [-1.092, 1.737, -5.038], [0.247, 0.623, -4.788], [-0.832, 3.446, -2.515], [-1.746, 2.439, -1.385], [-2.365, 2.739, -3.009]],
  "nbo_charge": [1.501, -0.648, 0.440, -0.324, -0.149, -0.259, -0.128, -0.257, 0.620, -0.850, -0.414, -0.362, 0.022, 0.157, -0.215, -0.129, -0.249, 0.057, -0.544, 0.482, 0.211, 0.223, 0.221, 0.229, 0.215, 0.237, 0.238, 0.239, 0.192, -0.619, -0.516, -0.616, 0.796, -0.510, -0.618, -0.611, -0.509, -0.619, -0.614, 0.232, 0.237, 0.209, 0.239, 0.210, 0.218, 0.236, 0.229, 0.214, 0.217, 0.233, 0.220, 0.237, 0.198, 0.223, 0.221, 0.232, 0.213, 0.217, 0.208, 0.235]
}


{
  "formula": "CH3NO2P",
  "method": "wB97M-V/def2-TZVPD",
  "orbital_gap_ha": 0.3023,
  "homo_ev": -3.742,
  "charge": -1,
  "relative_energy_ev": 1.108,
  "symbols": ["C", "N", "O", "O", "P", "H", "H", "H"],
  "positions_angstrom": [[1.300, 0.104, 0.027], [-0.051, 0.629, 0.032], [2.273, 0.830, -0.029], [1.200, -1.142, 0.167], [-0.960, -0.776, -0.272], [-0.411, 1.591, -0.793], [-2.202, -0.041, -0.188], [-1.148, -1.196, 1.056]],
  "nbo_charge": [0.843, -0.986, -0.740, -0.770, 0.566, 0.343, -0.172, -0.084]
}


{
  "formula": "C28H14BaF4N6O2",
  "method": "wB97M-V/def2-TZVPD",
  "orbital_gap_ha": 0.1608,
  "homo_ev": -7.733,
  "charge": 0,
  "symbols": ["Ba", "O", "C", "C", "C", "C", "C", "C", "C", "N", "C", "C", "N", "C", "C", "C", "C", "C", "C", "C", "O", "H", "H", "H", "H", "H", "H", "H", "H", "H", "H", "H", "H", "H", "H", "F", "C", "C", "F", "C", "C", "C", "F", "C", "C", "C", "N", "C", "N", "F", "C", "C", "N", "C", "N"],
  "positions_angstrom": [[-1.498, 1.611, 1.543], [-1.107, -0.594, 1.083], [-1.680, -1.690, 1.560], [-1.291, -2.982, 1.173], [-1.910, -4.107, 1.692], [-2.950, -4.001, 2.611], [-3.357, -2.738, 3.008], [-2.730, -1.598, 2.511], [-3.132, -0.215, 2.909], [-2.456, 0.599, 3.619], [-1.246, 0.091, 4.303], [-0.243, 1.205, 4.604], [0.211, 1.834, 3.364], [1.409, 2.270, 3.283], [1.999, 2.949, 2.135], [3.379, 3.195, 2.170], [4.038, 3.789, 1.121], [3.291, 4.167, 0.000], [1.930, 3.952, -0.056], [1.239, 3.336, 1.004], [-0.055, 3.118, 0.942], [-0.481, -3.068, 0.457], [-1.577, -5.090, 1.375], [-3.430, -4.885, 3.009], [-4.166, -2.631, 3.726], [-4.066, 0.184, 2.480], [-0.756, -0.703, 3.735], [-1.574, -0.344, 5.248], [0.590, 0.782, 5.175], [-0.731, 1.962, 5.225], [2.082, 2.144, 4.143], [3.937, 2.886, 3.050], [5.105, 3.962, 1.160], [3.791, 4.643, -0.837], [1.345, 4.255, -0.918], [2.484, -0.847, -2.439], [1.441, -0.851, -3.249], [1.518, -1.548, -4.379], [2.633, -2.211, -4.642], [0.424, -1.612, -5.345], [-0.729, -0.777, -5.012], [-0.809, -0.082, -3.880], [-1.894, 0.644, -3.651], [0.247, -0.093, -2.871], [0.123, 0.526, -1.688], [-1.086, 1.226, -1.296], [-2.021, 1.752, -0.897], [1.133, 0.486, -0.656], [1.909, 0.459, 0.189], [-1.735, -0.716, -5.870], [0.469, -2.382, -6.445], [-0.606, -2.462, -7.408], [-1.418, -2.591, -8.209], [1.586, -3.241, -6.774], [2.418, -3.969, -7.085]],
  "mulliken_charge": [1.842, -0.386, 0.375, -0.642, -0.544, -0.643, -0.615, 0.686, -0.658, -0.676, -0.578, -0.823, 0.003, -0.626, 0.641, -0.667, -0.686, -0.504, -0.268, 0.386, -1.012, 0.411, 0.389, 0.387, 0.394, 0.435, 0.222, 0.410, 0.523, 0.279, 0.214, 0.319, 0.402, 0.372, 0.478, -0.298, 0.108, 0.259, -0.282, 0.127, 0.302, 0.061, -0.310, 0.677, 1.686, -0.057, -0.741, -0.625, -0.485, -0.286, 1.251, -0.103, -0.483, -0.148, -0.492]
}


{
  "formula": "C4H12N3",
  "method": "wB97M-V/def2-TZVPD",
  "orbital_gap_ha": 0.2081,
  "homo_ev": -13.217,
  "charge": 1,
  "relative_energy_ev": 6.738,
  "symbols": ["C", "C", "C", "C", "N", "N", "N", "H", "H", "H", "H", "H", "H", "H", "H", "H", "H", "H", "H"],
  "positions_angstrom": [[-0.762, -1.268, -1.555], [0.331, -1.097, -0.494], [0.302, 0.212, 0.225], [1.461, 0.506, 1.163], [1.206, 1.623, 2.058], [-0.237, 1.266, -0.452], [-2.078, -1.293, -0.986], [-0.518, -2.119, -2.181], [-0.693, -0.377, -2.173], [1.330, -1.212, -0.927], [0.256, -1.881, 0.272], [1.572, -0.383, 1.780], [2.003, 2.229, 2.177], [0.445, 2.204, 1.747], [-0.770, 0.532, 0.676], [-0.923, 1.976, -0.162], [2.284, 0.721, 0.478], [-2.535, -2.161, -0.787], [-2.690, -0.545, -1.243]],
  "nbo_charge": [-0.222, -0.472, 0.137, -0.260, -0.816, -0.363, -0.875, 0.221, 0.209, 0.268, 0.263, 0.235, 0.394, 0.349, 0.454, 0.439, 0.253, 0.399, 0.386]
}


Number 1: F_max 3.77 eV Å⁻¹, calculated total energy -370.41100 Ha. Number 2: F_max 2.11 eV Å⁻¹, calculated total energy -159.14971 Ha. Number 3: F_max 4.97 eV Å⁻¹, calculated total energy -570.12945 Ha. Number 4: F_max 0.79 eV Å⁻¹, calculated total energy -5445.04966 Ha. Number 5: F_max 1.08 eV Å⁻¹, calculated total energy -1680.56495 Ha. Number 6: F_max 5.50 eV Å⁻¹, calculated total energy -586.51163 Ha. Number 7: F_max 3.77 eV Å⁻¹, calculated total energy -1979.24952 Ha. Number 8: F_max 4.30 eV Å⁻¹, calculated total energy -323.43066 Ha.